Here is a 11-piece molecular cluster, C44H96F18N5O17 overall from OMol25. Energies are from wB97M-V/def2-TZVPD.

Element x y z (Å)
C: -2.67 -5.81 4.12
C: -3.33 -4.48 3.81
C: -4.19 -4.35 2.54
O: -5.15 -3.29 2.58
C: -5.16 -2.44 1.47
N: -4.31 -4.16 4.93
H: -4.99 -4.88 5.11
H: -3.86 -3.95 5.82
H: -4.89 -3.34 4.84
H: -3.39 -6.59 4.37
H: -2.19 -5.83 5.10
H: -2.10 -6.20 3.27
H: -2.61 -3.68 3.66
H: -4.75 -5.28 2.43
H: -3.49 -4.28 1.70
H: -6.00 -1.75 1.58
H: -5.45 -3.12 0.67
H: -4.26 -1.86 1.28
C: -3.72 5.74 -4.50
C: -3.02 5.49 -3.12
C: -3.33 4.05 -2.61
O: -2.37 3.57 -1.58
C: -2.44 4.22 -0.38
N: -1.50 5.67 -3.48
H: -1.29 6.63 -3.70
H: -0.84 5.22 -2.87
H: -1.33 5.20 -4.36
H: -3.52 6.79 -4.70
H: -4.80 5.63 -4.36
H: -3.44 5.14 -5.36
H: -3.28 6.31 -2.46
H: -3.24 3.41 -3.48
H: -4.36 4.03 -2.24
H: -3.45 4.26 0.04
H: -1.97 5.20 -0.32
H: -1.96 3.55 0.33
C: 3.64 -0.52 -1.82
C: 2.96 -1.64 -2.67
C: 2.26 -1.14 -3.87
O: 1.57 -2.22 -4.44
C: 0.95 -1.86 -5.66
N: 4.03 -2.70 -3.08
H: 3.69 -3.30 -3.82
H: 4.87 -2.23 -3.36
H: 4.37 -3.24 -2.30
H: 3.01 0.36 -1.97
H: 4.65 -0.20 -2.08
H: 3.50 -0.65 -0.75
H: 2.21 -2.22 -2.12
H: 2.93 -0.78 -4.65
H: 1.54 -0.38 -3.56
H: 0.15 -1.16 -5.46
H: 0.46 -2.72 -6.11
H: 1.69 -1.56 -6.41
C: -2.14 -4.41 -4.19
C: -0.86 -4.57 -3.33
C: 0.32 -5.25 -4.01
O: 1.63 -5.09 -3.36
C: 2.69 -6.03 -3.80
N: -0.39 -3.19 -2.76
H: 0.06 -2.58 -3.43
H: -1.20 -2.78 -2.31
H: 0.27 -3.39 -2.03
H: -3.11 -4.38 -3.69
H: -2.34 -5.25 -4.85
H: -2.10 -3.58 -4.89
H: -1.11 -5.10 -2.40
H: 0.31 -4.79 -4.99
H: 0.25 -6.34 -4.08
H: 2.71 -6.28 -4.86
H: 2.71 -6.89 -3.13
H: 3.65 -5.56 -3.60
C: 0.09 0.84 1.18
C: -0.92 0.49 0.02
C: -0.26 0.63 -1.35
O: -1.24 0.23 -2.35
C: -1.33 0.94 -3.59
N: -1.42 -0.93 0.23
H: -1.96 -0.98 1.08
H: -2.05 -1.27 -0.48
H: -0.66 -1.59 0.15
H: -0.40 0.91 2.15
H: 0.58 1.79 0.94
H: 0.84 0.06 1.29
H: -1.85 1.05 0.05
H: 0.76 0.27 -1.39
H: -0.15 1.70 -1.53
H: -1.24 2.03 -3.52
H: -2.24 0.73 -4.15
H: -0.54 0.59 -4.25
C: -1.24 -0.81 6.02
O: -0.05 0.03 6.25
O: -2.17 -0.43 6.99
C: -1.77 -0.71 4.49
F: -2.02 0.59 4.16
F: -0.76 -1.16 3.75
F: -2.86 -1.39 4.25
C: 1.10 -0.79 6.49
C: 2.36 0.16 6.58
H: 2.45 0.95 5.83
H: 2.36 0.73 7.51
H: 3.28 -0.42 6.63
H: 1.33 -1.55 5.75
H: 0.92 -1.30 7.44
H: -1.03 -1.88 6.08
C: -4.21 -1.35 -2.31
O: -4.65 -0.50 -1.21
O: -3.30 -2.22 -1.69
C: -5.54 -1.88 -2.94
F: -6.54 -2.07 -2.04
F: -6.03 -1.13 -3.85
F: -5.31 -2.97 -3.57
C: -4.97 0.85 -1.46
C: -5.42 1.59 -0.18
H: -6.36 1.25 0.25
H: -4.64 1.37 0.55
H: -5.48 2.65 -0.42
H: -5.82 0.91 -2.14
H: -4.11 1.33 -1.92
H: -3.65 -0.95 -3.15
C: 2.18 5.60 -1.16
O: 3.63 5.70 -1.50
O: 1.58 6.57 -1.98
C: 1.73 4.15 -1.51
F: 1.77 3.73 -2.84
F: 2.47 3.17 -0.93
F: 0.43 3.93 -1.13
C: 4.46 6.56 -0.64
C: 5.94 6.19 -0.91
H: 6.16 6.63 -1.88
H: 6.61 6.58 -0.14
H: 6.10 5.12 -1.02
H: 4.41 6.34 0.43
H: 4.25 7.60 -0.89
H: 2.09 5.79 -0.09
C: -0.93 3.72 4.71
O: 0.16 4.58 5.07
O: -1.80 3.78 5.79
C: -1.43 4.10 3.28
F: -1.78 5.39 3.18
F: -0.45 3.97 2.37
F: -2.46 3.38 2.76
C: 1.48 4.18 4.75
C: 2.42 5.16 5.42
H: 2.11 5.27 6.46
H: 3.47 4.86 5.42
H: 2.26 6.12 4.93
H: 1.78 4.19 3.70
H: 1.87 3.20 5.02
H: -0.52 2.71 4.73
C: 0.88 -3.98 0.59
O: 0.29 -5.00 -0.24
O: 0.90 -2.78 -0.06
C: 0.19 -4.03 2.00
F: -1.05 -3.75 1.97
F: 0.08 -5.25 2.62
F: 0.76 -3.18 2.86
C: 1.03 -6.21 -0.24
C: 0.30 -7.27 -1.02
H: 0.06 -6.95 -2.03
H: 0.91 -8.18 -1.00
H: -0.64 -7.36 -0.48
H: 1.11 -6.66 0.75
H: 1.99 -6.14 -0.77
H: 1.92 -4.19 0.86
C: 5.35 1.13 1.07
O: 6.77 1.63 1.06
O: 5.49 -0.27 1.06
C: 4.39 1.73 2.18
F: 3.88 2.98 1.95
F: 3.31 0.95 2.38
F: 4.94 1.88 3.38
C: 6.96 3.04 0.98
C: 8.00 3.31 -0.05
H: 8.01 2.47 -0.75
H: 7.80 4.23 -0.60
H: 8.96 3.48 0.43
H: 7.29 3.35 1.97
H: 6.13 3.68 0.68
H: 4.93 1.45 0.12

Properties
Relative energy (zero: lowest compared OMol25 entry of this formula, charge and spin), kcal/mol: 298.58
Energy, Eh: -5083.938344
HOMO, eV: -1.95
Net charge: -1
HOMO-LUMO gap, eV: 2.051

Mulliken population analysis, charges in e, atoms 1 to 2: -1.67 1.26



Here is a 4-piece molecular cluster, C24H60N4O8 overall from OMol25. Energies are from wB97M-V/def2-TZVPD.

Element x y z (Å)
C: -31.65 -10.62 13.10
O: -30.29 -10.03 13.10
C: -29.76 -9.89 14.44
C: -28.44 -9.16 14.66
N: -28.66 -7.77 15.21
C: -29.48 -6.77 14.40
C: -29.70 -5.61 15.27
O: -30.72 -4.69 14.85
C: -30.68 -4.19 13.59
H: -31.95 -10.60 12.05
H: -32.35 -9.93 13.57
H: -31.79 -11.65 13.43
H: -29.45 -10.81 14.92
H: -30.52 -9.57 15.14
H: -27.94 -9.07 13.69
H: -27.84 -9.80 15.31
H: -27.72 -7.39 15.21
H: -30.37 -7.31 14.07
H: -28.87 -6.36 13.60
H: -28.76 -5.06 15.39
H: -30.18 -5.96 16.18
H: -30.76 -5.11 13.00
H: -29.83 -3.59 13.25
H: -31.65 -3.72 13.46
C: -30.89 -0.40 18.17
O: -30.03 -0.86 19.17
C: -29.15 -1.95 18.81
C: -29.89 -3.32 18.76
N: -30.21 -3.83 20.09
C: -31.16 -4.98 19.96
C: -31.39 -5.68 21.28
O: -31.76 -4.77 22.38
C: -33.19 -4.48 22.37
H: -31.25 0.62 18.32
H: -31.75 -1.01 17.89
H: -30.35 -0.18 17.25
H: -28.46 -1.88 19.65
H: -28.68 -1.80 17.84
H: -29.26 -4.08 18.30
H: -30.82 -3.06 18.26
H: -30.66 -3.07 20.58
H: -30.67 -5.66 19.26
H: -32.14 -4.77 19.54
H: -30.42 -6.13 21.49
H: -32.17 -6.44 21.23
H: -33.69 -4.26 21.43
H: -33.23 -3.70 23.12
H: -33.66 -5.38 22.76
C: -38.80 -3.34 16.33
O: -38.44 -3.24 14.95
C: -38.67 -4.31 14.16
C: -37.35 -4.42 13.30
N: -36.43 -5.30 13.98
C: -35.07 -4.96 13.65
C: -34.04 -5.90 14.21
O: -34.11 -5.81 15.64
C: -33.37 -6.78 16.27
H: -38.58 -4.33 16.72
H: -39.85 -3.04 16.34
H: -38.24 -2.60 16.90
H: -39.45 -3.99 13.46
H: -38.90 -5.22 14.72
H: -36.99 -3.39 13.17
H: -37.43 -4.79 12.28
H: -36.45 -5.19 14.98
H: -34.88 -4.02 14.15
H: -34.89 -4.89 12.58
H: -33.00 -5.87 13.88
H: -34.39 -6.88 13.89
H: -33.62 -7.84 16.26
H: -33.42 -6.49 17.32
H: -32.37 -6.70 15.83
C: -32.22 -7.59 10.97
O: -32.27 -6.20 10.86
C: -32.18 -5.77 9.48
C: -32.22 -4.19 9.44
N: -31.08 -3.67 10.24
C: -29.66 -4.04 10.04
C: -28.94 -3.27 8.90
O: -28.66 -1.91 9.20
C: -28.20 -1.11 8.09
H: -32.62 -7.98 11.91
H: -31.25 -8.03 10.75
H: -32.91 -8.09 10.28
H: -33.04 -6.19 8.97
H: -31.40 -6.11 8.79
H: -33.15 -3.80 9.84
H: -32.15 -3.79 8.43
H: -31.18 -2.66 10.27
H: -29.63 -5.04 9.63
H: -29.12 -3.89 10.98
H: -29.75 -3.34 8.17
H: -28.06 -3.85 8.62
H: -28.53 -0.08 8.25
H: -28.67 -1.46 7.17
H: -27.13 -1.06 7.91

Properties
SMILES: COCCNCCOC.COCCNCCOC.COCCNCCOC.COCCNCCOC
Relative energy (zero: lowest compared OMol25 entry of this formula, charge and spin), kcal/mol: 187.86
Energy, Eh: -1771.021449
HOMO, eV: -8.52
Net charge: 0
HOMO-LUMO gap, eV: 9.228

Mulliken population analysis, charges in e, atoms 1 to 2: -0.65 -0.35



- What is the relative energy (zero: lowest compared OMol25 entry of this formula, charge and spin) in the second record?
  187.86 kcal/mol